Formula: C42H45F5N4OPb
Source: OMol25
Level of theory: ωB97M-V/def2-TZVPD

Results
total energy: -71121.5854 eV
total charge: 0
largest force on an atom: 5.0 eV Å⁻¹
Kohn-Sham gap (alpha / beta): 5.96 / 5.96 eV
HOMO level (alpha / beta): -7.0 / -7.0 eV
LUMO (alpha / beta): -1.06 / -1.06 eV

Last column: Löwdin charge in e.
Atoms and positions in Å:
C -2.49 2.58 4.10  -0.190
H -2.61 2.08 6.19  0.074
H -5.24 2.73 0.40  0.073
C 3.77 1.48 1.91  -0.113
C -1.05 1.65 2.14  -0.226
H 3.55 -3.73 -3.99  0.080
H 3.12 4.44 5.09  0.075
C -1.32 -1.38 3.15  -0.086
H 4.74 0.43 -0.40  0.094
H -0.51 1.65 -1.56  0.012
C -2.64 -0.18 -1.52  -0.241
H 5.35 0.76 -4.29  0.080
C -1.07 -1.70 1.79  -0.240
C 2.81 -3.32 -4.68  -0.087
C 5.82 0.17 2.44  -0.089
N -1.29 -0.25 -1.70  -0.073
F -2.06 -1.92 5.34  0.107
C -2.31 -1.18 -3.56  -0.110
C -4.74 -0.88 -2.88  -0.195
H 5.59 -0.61 1.71  0.072
H -1.46 1.08 5.29  0.065
C -5.33 -2.08 -2.16  -0.088
C 3.00 -0.10 -1.46  -0.235
H 4.01 2.23 4.50  0.110
H 2.21 -1.42 -5.51  0.114
H 6.91 0.23 2.52  0.075
C 0.26 -1.13 -3.45  0.081
H 5.70 1.84 1.08  0.113
C -2.27 1.93 2.77  -0.139
F -2.67 -4.45 4.54  0.103
C 2.92 -1.80 -4.78  -0.193
F -2.24 -5.20 1.96  0.108
H 5.43 -0.15 3.41  0.081
C -5.39 2.71 1.49  -0.095
C -2.16 -3.57 3.66  -0.161
C -2.42 -1.87 -4.87  -0.203
H -1.69 -2.68 -4.94  0.113
H 1.81 -3.63 -4.33  0.074
H -5.17 -2.03 -1.08  0.073
C -1.85 -2.29 4.06  -0.136
N -1.27 1.09 0.96  -0.084
H -3.20 0.81 5.12  0.079
C 3.67 -0.68 -2.62  -0.117
H -4.89 -3.02 -2.52  0.080
H -3.46 3.09 4.09  0.108
H -1.74 3.37 4.25  0.108
C -2.24 -0.91 -6.04  -0.090
H -6.41 -2.13 -2.34  0.074
H 6.85 0.36 -3.44  0.074
C 3.03 2.52 4.11  -0.192
H -6.47 2.70 1.68  0.071
C 2.81 1.92 2.76  -0.123
C 5.15 -0.80 -2.79  -0.194
C 5.25 1.51 2.03  -0.202
O -0.59 -0.86 0.95  -0.165
C 5.77 0.49 -3.32  -0.088
H -4.32 0.33 -0.40  0.110
C -2.44 1.58 5.24  -0.095
H -3.40 -2.35 -4.96  0.111
C -1.41 -3.03 1.44  -0.117
H -4.95 1.46 3.19  0.108
C 2.72 -1.13 -3.45  -0.115
H -5.23 0.04 -2.55  0.114
N 1.68 1.11 0.96  0.004
N 1.66 -0.21 -1.66  -0.026
Pb 0.18 0.47 -0.38  1.308
H 3.70 4.47 3.42  0.079
H 2.31 2.11 4.83  0.116
H 3.91 -1.56 -5.18  0.109
H -5.20 0.57 1.70  0.108
C -1.94 -3.95 2.35  -0.144
C -3.24 0.33 -0.44  0.136
C 2.96 0.99 0.77  -0.171
H 0.24 -1.62 -4.40  0.096
C 0.31 1.93 2.73  0.129
H 5.61 1.33 -2.63  0.073
F -1.04 -0.14 3.61  0.062
H 2.97 -3.77 -5.66  0.075
C -4.75 1.48 2.11  -0.204
H 0.28 2.38 3.71  0.116
H -2.34 -1.45 -6.99  0.074
H -4.98 -0.96 -3.95  0.109
H -2.99 -0.12 -6.02  0.081
H 1.96 4.38 3.76  0.074
C 1.43 -0.82 -2.85  -0.232
C -2.58 0.95 0.77  -0.198
C 3.66 0.42 -0.41  0.066
C -3.27 1.45 1.88  -0.128
C 2.94 4.04 4.09  -0.088
H 5.55 2.27 2.76  0.112
H -1.25 -0.44 -6.02  0.072
F -1.23 -3.46 0.18  0.092
H -4.98 3.63 1.90  0.077
C -3.26 -0.78 -2.69  -0.121
H 5.63 -1.08 -1.84  0.113
H 5.40 -1.61 -3.48  0.109
C -1.07 -0.82 -2.84  -0.181
C 1.50 1.67 2.18  -0.230